1.
The following is a DFT calculation (the ωB97M-V functional and the def2-TZVPD basis) of a 14-piece molecular cluster, H28O14 overall at a distorted geometry.

Structure (XYZ):
```
42
H28O14, DFT the ωB97M-V functional and the def2-TZVPD basis
O 9.885 -13.351 -1.017
H 9.584 -14.241 -0.809
H 10.586 -13.516 -1.657
O 4.250 -10.182 0.146
H 4.737 -10.193 0.985
H 4.978 -10.293 -0.456
O 4.725 -11.310 -2.172
H 5.697 -11.256 -2.122
H 4.591 -12.101 -2.661
O 8.603 -10.955 -0.363
H 9.112 -11.740 -0.559
H 7.769 -11.261 -0.048
O 7.912 -14.186 1.701
H 8.637 -13.922 2.249
H 7.509 -13.418 1.371
O 11.764 -13.900 0.778
H 12.592 -13.718 0.353
H 11.058 -13.690 0.133
O 7.275 -11.527 -2.761
H 7.457 -12.469 -2.909
H 7.936 -11.215 -2.180
O 6.271 -9.061 -1.267
H 7.170 -8.977 -1.571
H 6.366 -8.625 -0.458
O 11.573 -10.916 0.713
H 11.679 -11.219 -0.158
H 12.420 -11.133 1.118
O 6.381 -12.433 0.244
H 5.931 -12.491 -0.582
H 5.714 -12.263 0.851
O 8.876 -8.774 -2.352
H 9.519 -8.714 -1.645
H 8.715 -7.882 -2.747
O 9.046 -9.665 1.925
H 9.886 -9.228 1.976
H 9.093 -10.164 1.122
O 6.134 -9.403 2.153
H 6.834 -10.064 2.274
H 6.636 -8.767 1.608
O 10.012 -10.989 -3.206
H 10.826 -11.051 -2.699
H 9.766 -10.046 -3.237
```

Properties
Orbital gap: 9.1 eV
E_HOMO: -9.72 eV
Largest force on an atom: 2.92 eV/A

Löwdin population analysis, charges in e, atoms 1 to 6: number 1, O, carries -0.025; number 2, H, carries 0.088; number 3, H, carries 0.084; number 4, O, carries -0.075; number 5, H, carries -0.007; number 6, H, carries -0.052

2.
The following is a DFT calculation (the ωB97M-V functional and the def2-TZVPD basis) of H28O14 as an isolated structure at a distorted geometry.

Structure (XYZ):
```
42
H28O14, DFT the ωB97M-V functional and the def2-TZVPD basis
O 19.726 1.180 50.586
H 20.159 0.995 49.646
H 20.496 1.197 51.248
O 18.346 6.086 54.275
H 18.125 6.386 55.153
H 18.622 6.740 53.582
O 17.002 1.175 54.149
H 17.551 0.436 53.985
H 17.512 1.926 54.497
O 18.060 4.888 51.648
H 18.234 5.846 51.916
H 17.351 4.520 52.134
O 21.268 4.125 49.888
H 22.121 3.775 49.825
H 21.022 3.581 50.680
O 20.999 0.075 53.319
H 21.727 -0.445 53.481
H 21.315 0.768 52.783
O 17.972 3.248 49.351
H 18.355 2.465 49.586
H 18.272 3.996 50.020
O 21.339 1.744 55.706
H 21.858 1.603 56.471
H 20.663 1.116 55.808
O 16.345 4.375 52.820
H 16.630 5.297 53.346
H 15.402 4.571 52.778
O 18.377 3.335 55.093
H 18.269 3.229 56.003
H 18.212 4.197 54.983
O 16.917 0.763 52.169
H 16.698 1.121 53.066
H 17.637 1.416 51.807
O 21.330 6.247 53.576
H 21.491 7.021 53.993
H 20.937 5.524 54.000
O 19.598 3.174 53.029
H 19.203 2.900 53.926
H 18.838 3.782 52.641
O 21.697 1.625 52.381
H 22.445 1.907 53.096
H 20.977 2.178 52.750
```

Properties
Orbital gap: 7.4 eV
E_HOMO: -8.38 eV
Largest force on an atom: 14.91 eV/A

Löwdin population analysis, charges in e, atoms 1 to 6: number 1, O, carries -0.111; number 2, H, carries 0.127; number 3, H, carries 0.023; number 4, O, carries -0.053; number 5, H, carries 0.070; number 6, H, carries 0.094

3.
The following is a DFT calculation (the ωB97M-V functional and the def2-TZVPD basis) of a 14-piece molecular cluster, H28O14 overall at a distorted geometry.

Structure (XYZ):
```
42
H28O14, DFT the ωB97M-V functional and the def2-TZVPD basis
O 0.694 -0.787 2.371
H 1.004 -1.705 2.566
H 1.322 -0.294 2.832
O 2.482 1.119 0.009
H 2.998 1.555 0.634
H 2.516 0.159 0.045
O -2.016 -0.952 3.156
H -1.192 -1.165 2.769
H -2.313 -1.730 3.594
O -0.129 3.306 0.891
H -0.607 2.502 1.096
H 0.488 3.488 1.615
O -2.321 1.119 0.846
H -1.630 0.600 0.408
H -2.707 1.628 0.175
O -0.018 -0.220 -0.101
H 0.653 0.439 -0.231
H 0.128 -0.468 0.819
O 0.177 0.438 -2.996
H -0.376 1.020 -2.472
H 1.011 0.510 -2.549
O -2.977 -1.646 0.339
H -2.701 -1.383 -0.545
H -2.913 -0.864 0.794
O -0.924 2.538 -1.501
H -0.626 2.976 -0.719
H -1.931 2.518 -1.384
O 2.193 3.452 -1.392
H 3.050 3.769 -1.104
H 2.119 2.554 -1.050
O 1.152 -3.879 0.514
H 1.667 -3.175 0.118
H 0.438 -3.443 0.907
O 2.775 -1.571 0.395
H 3.467 -1.385 -0.264
H 3.211 -2.209 0.954
O -0.412 -2.429 -1.584
H -1.026 -3.044 -1.126
H -0.224 -1.687 -1.025
O -2.476 -0.684 -2.321
H -2.483 -0.264 -3.221
H -1.545 -0.709 -2.261
```

Properties
Orbital gap: 9.4 eV
E_HOMO: -10.27 eV
Largest force on an atom: 3.71 eV/A

Löwdin population analysis, charges in e, atoms 1 to 6: number 1, O, carries -0.008; number 2, H, carries 0.105; number 3, H, carries 0.049; number 4, O, carries -0.017; number 5, H, carries 0.042; number 6, H, carries 0.005

4.
The following is a DFT calculation (the ωB97M-V functional and the def2-TZVPD basis) of a 14-piece molecular cluster, H29O14 overall at a distorted geometry.

Structure (XYZ):
```
43
H29O14, DFT the ωB97M-V functional and the def2-TZVPD basis
O 0.885 -0.484 1.894
H -3.874 1.953 0.597
O 0.906 -0.278 -1.997
H 1.923 0.856 -0.790
H -0.010 -0.362 -1.825
O -3.494 -2.333 1.358
H 3.407 -2.126 -0.586
H -3.717 -2.982 1.870
O 2.042 0.930 0.137
H 0.979 2.684 2.512
H 2.870 0.655 0.589
O 2.393 -2.764 1.567
H 2.428 -3.250 0.809
H 3.001 -3.246 2.232
O -1.395 -0.838 0.776
H 2.682 2.722 0.147
H 2.489 -2.518 -1.617
O -2.513 -0.415 -2.758
H -3.395 -0.101 -2.896
H 0.825 0.194 -2.885
O -3.039 1.733 0.356
H -2.473 2.700 0.401
H 4.116 3.044 0.765
O 0.685 1.871 2.064
H 1.624 -0.767 1.374
H -0.001 -0.999 1.349
O -0.181 -3.809 1.104
H 1.525 3.934 -1.395
H -3.901 -1.503 1.246
O 3.081 -2.991 -0.962
H -1.752 -0.153 0.238
H 0.711 0.472 2.010
O -3.145 2.252 -2.431
H 1.007 2.228 1.199
H -3.507 1.967 -3.228
O 0.742 3.609 -1.656
H -3.830 2.083 -1.788
H 0.634 3.295 -2.434
O 3.216 3.313 0.717
H -0.162 -4.405 0.519
H -2.088 -1.295 1.450
H -1.101 -3.607 1.306
H -1.868 0.161 -2.506
```

Properties
Orbital gap: 10.9 eV
E_HOMO: -13.73 eV
Total charge: +1
Largest force on an atom: 10.50 eV/A

Löwdin population analysis, charges in e, atoms 1 to 6: number 1, O, carries 0.116; number 2, H, carries -0.031; number 3, O, carries -0.027; number 4, H, carries 0.018; number 5, H, carries 0.003; number 6, O, carries 0.071

5.
The following is a DFT calculation (the ωB97M-V functional and the def2-TZVPD basis) of a 14-piece molecular cluster, H29O14 overall at a distorted geometry.

Structure (XYZ):
```
43
H29O14, DFT the ωB97M-V functional and the def2-TZVPD basis
O 1.315 0.071 -0.503
H 0.254 -1.797 -0.372
O -1.566 0.999 2.740
H -3.014 -4.237 -2.095
H 1.337 1.965 1.638
O -1.337 3.295 -0.780
H 3.809 3.325 1.583
H -1.041 2.672 -0.091
O -3.051 -3.355 -2.465
H 0.356 -2.766 -2.771
H -2.851 -2.601 -1.911
O 0.156 -0.184 -3.428
H 0.106 -1.113 -3.171
H -0.739 0.162 -3.259
O 1.965 -1.023 1.760
H 0.067 1.176 2.274
H 3.380 1.907 1.438
O 2.181 3.253 -0.268
H 2.759 3.919 0.111
H -1.975 0.880 1.862
O 0.228 -2.407 0.378
H 0.548 -3.279 0.126
H 1.400 -0.095 1.447
O -0.260 -2.927 -2.050
H 0.546 0.650 -0.466
H 1.705 0.193 -1.376
O -1.988 0.116 0.164
H -1.470 2.141 -2.462
H -2.006 3.714 -0.212
O 3.256 2.667 2.020
H 1.678 -1.305 2.676
H -0.065 -3.124 3.060
O 0.520 -3.451 3.756
H -1.084 -3.288 -2.419
H 0.755 -2.687 4.293
O -2.120 1.606 -2.948
H -2.106 0.652 3.458
H -1.945 1.865 -3.879
O 0.733 1.222 1.530
H -2.916 -0.153 0.303
H 1.291 -1.615 1.231
H -1.505 -0.406 0.848
H 2.132 3.453 -1.208
```

Properties
Orbital gap: 10.7 eV
E_HOMO: -13.88 eV
Total charge: +1
Largest force on an atom: 2.51 eV/A

Löwdin population analysis, charges in e, atoms 1 to 6: number 1, O, carries -0.053; number 2, H, carries 0.028; number 3, O, carries -0.043; number 4, H, carries 0.059; number 5, H, carries 0.053; number 6, O, carries -0.049

6.
The following is a DFT calculation (the ωB97M-V functional and the def2-TZVPD basis) of a 15-piece molecular cluster, H29O15 overall at a distorted geometry.

Structure (XYZ):
```
44
H29O15, DFT the ωB97M-V functional and the def2-TZVPD basis
O -1.998 -2.365 -3.931
H -2.440 -2.701 -3.147
H -1.500 2.985 -0.859
O -0.914 0.345 5.269
H 0.016 0.168 5.396
H -0.912 1.090 4.649
O -1.154 3.372 -1.690
H 1.920 0.586 -4.292
H -0.406 1.528 0.094
O -1.088 1.419 2.684
H -1.179 1.618 1.635
H -1.475 0.545 2.788
O 0.456 5.566 -0.776
H 0.520 5.316 -1.705
H -1.231 -0.071 -0.167
O -1.059 -2.549 2.012
H -0.320 0.182 -2.586
H -0.918 -2.223 1.086
O 2.355 0.953 -3.532
H 0.066 4.708 -0.536
H 2.828 1.751 -3.772
O 1.686 1.255 2.941
H 0.711 1.243 2.892
H -1.233 -1.868 -3.609
O 2.286 -1.129 -1.476
H 3.032 -0.940 -2.068
H 2.873 -1.276 -0.716
O -0.408 -0.149 -3.488
H 0.481 -0.027 -3.835
O 3.679 -2.060 3.720
H 3.188 -1.383 3.242
H 3.373 -1.943 4.624
O 1.759 -3.212 -3.817
H 1.185 -2.857 -3.128
H 2.559 -2.687 -3.750
O -1.081 -1.156 -0.230
H -1.748 -1.017 -0.927
H 2.087 1.996 3.379
O -1.333 1.297 0.226
H -0.874 -1.708 2.447
H -0.777 2.579 -2.067
O -3.733 -1.827 2.053
H -2.957 -1.305 1.810
H -3.315 -2.661 1.799
```

Properties
Orbital gap: 8.8 eV
E_HOMO: -7.04 eV
Total charge: -1
Largest force on an atom: 2.91 eV/A

Löwdin population analysis, charges in e, atoms 1 to 6: number 1, O, carries -0.075; number 2, H, carries 0.025; number 3, H, carries 0.023; number 4, O, carries -0.064; number 5, H, carries 0.017; number 6, H, carries 0.001

In order of appearance, electronic energy = -29119.369; -29110.456; -29119.152; -29125.274; -29129.270; -31184.887 eV.